13
Properties=species:S:1:pos:R:3 method="wB97M-V/def2-TZVPD" e_tot_ha=-377.781517 lumo_energy_ha=0.0315 smiles=N[C@@H]1N2[C@H](O)[C@@]12O molar_mass_g_mol=102.09 de_lowest_kj_mol=466.87 orbital_gap_ha=0.3877
H -2.231 0.834 -0.068
H 1.957 -1.396 -0.579
C 0.362 0.148 -0.504
H -0.953 -1.607 -0.894
C 1.618 -0.502 -0.072
H -0.220 1.611 0.646
C -0.858 -0.696 -0.309
N 0.264 -0.689 0.660
H 2.235 1.206 0.685
O 0.239 1.550 -0.213
H -2.903 -0.629 -0.157
N -2.096 -0.134 0.221
O 2.587 0.304 0.585

10
Properties=species:S:1:pos:R:3 method="wB97M-V/def2-TZVPD" e_tot_ha=-1340.906699 lumo_energy_ha=0.0316 smiles=P[C@@H](Cl)CCl molar_mass_g_mol=130.94 de_lowest_kj_mol=80.32 orbital_gap_ha=0.4000
H -1.305 -0.894 -0.064
Cl 2.035 0.329 0.790
H 0.916 -0.660 -1.101
C 0.595 -0.064 -0.185
P 0.111 1.626 -0.987
H -0.539 2.389 0.000
Cl 0.243 -2.627 0.821
C -0.368 -0.906 0.617
H -0.561 -0.499 1.648
H -1.127 1.305 -1.539

73
Properties=species:S:1:pos:R:3 method="wB97M-V/def2-TZVPD" e_tot_ha=-3471.256267 lumo_energy_ha="-0.0592 / -0.0692" molar_mass_g_mol=860.05 orbital_gap_ha="0.2382 / 0.2264" s_squared=0.91 multiplicity=2
C -1.320 -4.088 3.203
C 3.512 -0.913 3.053
N 0.759 -2.876 -2.859
H -3.204 -1.060 -2.093
H -4.731 1.293 1.570
S -1.239 2.946 -1.317
O 1.414 1.733 -0.189
C 2.085 -6.200 -2.164
H -2.312 -3.253 0.078
N 1.162 -1.411 0.240
O -0.256 2.664 -2.322
H -4.621 -2.388 0.273
H 2.856 -8.094 -1.548
O -1.365 1.825 -0.305
C -0.970 -1.765 2.764
C -1.492 -1.870 1.481
H 1.310 -4.459 -3.774
H 0.465 7.123 2.089
H 2.939 -4.235 3.373
F -0.555 -0.571 3.203
C 0.372 4.017 0.742
C 1.446 -7.308 -0.132
C 2.190 -7.278 -1.302
O 2.422 2.821 1.767
S 1.206 2.480 1.101
C 2.712 -0.649 1.953
C 2.879 -3.230 2.973
H -3.107 0.704 -2.081
H 2.667 -6.175 -3.077
C -1.841 -4.233 1.923
C -0.610 4.222 -0.233
N 1.222 -2.351 -0.631
H 2.680 0.342 1.539
C 0.750 5.066 1.568
H 1.519 4.901 2.309
H -0.460 -2.682 4.606
H -3.025 1.565 1.948
C -4.513 -1.511 0.913
C -1.188 5.473 -0.359
H 1.517 -3.775 1.400
S 0.037 -0.443 -2.141
C -1.919 -3.137 1.080
N -1.603 -0.759 0.604
O 0.286 1.573 1.826
C 3.592 -2.197 3.569
Re -0.075 0.219 -0.016
H -1.269 7.492 0.355
C 2.000 -1.686 1.371
H 1.530 -8.146 0.547
C -0.880 -2.844 3.622
H -3.704 2.225 0.464
H -1.261 -4.935 3.873
C -0.804 6.522 0.468
H 4.211 -2.396 4.434
N 1.145 -4.124 -2.840
H 4.074 -0.104 3.502
H -0.009 -6.273 1.059
H -2.192 -5.197 1.578
Si -3.320 -0.223 0.239
C -3.573 -0.154 -1.606
C 0.588 -6.257 0.157
C 0.161 6.317 1.434
C 1.242 -5.135 -1.853
C 0.479 -5.169 -0.694
H -5.486 -1.011 0.949
H -4.284 -1.851 1.924
C 2.083 -2.982 1.869
H -0.204 -4.370 -0.452
C -3.730 1.369 1.137
H -1.958 5.608 -1.106
H -4.649 -0.089 -1.791
C 0.665 -2.073 -1.833
O -2.543 3.362 -1.748

44
Properties=species:S:1:pos:R:3 method="wB97M-V/def2-TZVPD" e_tot_ha=-1781.399143 lumo_energy_ha="-0.1408 / -0.2027" molar_mass_g_mol=524.01 charge=+1 de_lowest_kj_mol=0.00 orbital_gap_ha="0.2728 / 0.2337" s_squared=6.04 multiplicity=5
C 9.863 11.334 10.515
H 6.800 10.491 7.726
H 10.776 14.689 7.052
O 11.377 7.767 6.386
C 10.671 13.591 7.019
C 6.146 7.597 6.695
C 14.218 8.399 6.037
H 12.811 9.065 8.911
H 6.438 6.594 6.396
H 10.240 13.177 11.609
N 10.205 10.798 6.881
C 9.817 10.696 9.250
H 10.725 14.495 9.590
C 10.214 12.687 10.623
C 10.426 12.854 8.209
Rh 9.771 8.801 6.848
C 10.699 12.879 5.849
H 6.315 7.745 7.765
H 12.783 4.968 7.488
C 6.624 10.659 6.651
C 13.028 7.979 8.805
H 15.216 8.097 6.416
H 10.923 13.400 4.901
H 5.101 7.811 6.411
H 14.484 5.555 7.326
H 11.288 11.526 3.840
Si 12.902 7.455 6.985
H 9.584 10.748 11.394
H 14.119 9.494 6.195
C 10.478 11.506 5.764
Te 7.410 8.967 5.607
H 14.187 8.182 4.957
H 14.031 7.771 9.217
C 13.453 5.625 6.909
H 10.984 9.851 4.434
C 10.595 10.877 4.420
C 10.456 13.431 9.484
C 10.153 11.457 8.095
H 7.191 11.530 6.313
H 5.542 10.771 6.416
H 13.489 5.238 5.872
H 12.297 7.460 9.433
H 9.616 10.871 3.905
S 9.379 9.018 9.016

24
Properties=species:S:1:pos:R:3 method="wB97M-V/def2-TZVPD" e_tot_ha=-459.268597 lumo_energy_ha=-0.0920 molar_mass_g_mol=135.19 charge=+1 de_lowest_kj_mol=129.09 orbital_gap_ha=0.3992
H -1.329 1.731 1.215
H 1.368 -2.726 1.638
H 1.693 0.791 -2.544
C -0.891 -0.387 1.543
H -0.697 -0.365 2.620
H -1.931 0.984 -2.217
H 0.383 1.335 1.245
H 1.480 -1.084 2.237
H 3.246 -1.830 0.393
N -0.144 -1.472 0.900
O 2.015 -0.659 -0.679
H -1.955 -0.603 1.441
H 1.283 1.987 -3.414
H -2.511 1.777 -0.805
C 2.253 -1.367 0.268
H -0.679 -2.322 0.928
C 1.229 -1.682 1.350
N -0.613 0.907 -0.568
H -0.029 1.637 -0.986
O 0.984 1.426 -2.699
C -0.597 0.983 0.919
H -0.081 0.055 -0.798
C -1.968 0.890 -1.134
H -2.509 -0.007 -0.854

47
Properties=species:S:1:pos:R:3 method="wB97M-V/def2-TZVPD" e_tot_ha=-849.005036 lumo_energy_ha=0.0284 smiles=CC[C@H]1CC[C@]2(C)c3c(c4ccccc4n3C)CCN2C1 molar_mass_g_mol=282.43 de_lowest_kj_mol=320.82 orbital_gap_ha=0.3051
C 2.467 -0.256 1.164
H 0.084 -1.921 -1.538
C -3.370 0.552 -0.732
C -0.744 1.535 1.761
C -1.265 -0.061 -0.018
H -0.594 1.116 2.777
H 1.391 2.021 1.748
H 5.649 0.147 1.295
C -1.757 0.795 0.890
H 0.721 -0.240 -1.912
H -3.272 -1.156 -2.571
H 4.735 -1.113 -1.417
H 2.214 -2.523 -0.568
H -5.732 3.121 1.070
H -6.383 2.122 -1.156
C 5.604 0.151 0.186
H 5.373 1.209 0.013
H 4.666 -1.833 0.113
C 0.091 -0.751 0.164
H -0.182 -2.889 0.409
C -0.106 -1.966 0.962
N -2.259 -0.223 -1.034
H 0.796 -2.212 1.543
C -3.859 2.124 1.128
H -1.098 2.571 1.960
C -5.081 2.487 0.478
C 3.052 -0.492 -0.219
H -2.329 -2.297 -1.552
C 4.525 -0.855 -0.354
H 2.548 -1.763 -2.096
C -2.286 -1.327 -2.013
H 2.681 -1.106 1.862
H -1.507 -1.038 -2.666
C 2.230 -1.555 -1.052
C 0.638 1.512 1.033
H 3.107 0.330 -0.806
C 0.716 -1.144 -1.184
H -3.538 2.409 2.129
H 0.598 1.951 0.059
C -5.497 1.855 -0.686
H -0.986 -1.966 1.605
C -3.099 1.123 0.496
H -4.988 0.257 -2.210
C -4.651 0.840 -1.287
H 6.666 -0.211 -0.210
H 3.035 0.596 1.487
N 0.996 0.073 0.954